C6H9N | wB97M-V/def2-TZVPD

Last columns: bonded neighbours and bond lengths (Å).
Element x y z (Å)
1 C 0.320 -0.635 -1.479  C2 1.335, H6 1.086, H7 1.086
2 C 1.389 -0.160 -0.838  C1 1.335, C3 1.507, C4 1.446
3 C 1.361 0.978 0.150  C2 1.507, H8 1.095, H9 1.095, H10 1.093
4 C 2.682 -0.755 -1.090  C2 1.446, N5 1.158
5 N 3.728 -1.219 -1.272  C4 1.158
6 H 0.398 -1.454 -2.188  C1 1.086
7 H -0.663 -0.209 -1.298  C1 1.086
8 H 1.941 1.828 -0.224  C3 1.095
9 H 1.802 0.673 1.105  C3 1.095
10 H 0.331 1.299 0.325  C3 1.093
11 C -1.729 -0.228 1.555  C12 1.329, H13 1.088, H14 1.088
12 C -2.698 0.115 0.713  C11 1.329, H15 1.088, H16 1.087
13 H -1.445 0.409 2.390  C11 1.088
14 H -1.179 -1.160 1.447  C11 1.088
15 H -2.989 -0.529 -0.114  C12 1.088
16 H -3.248 1.047 0.820  C12 1.087

Computed properties:
* charge: 0
* structure (SMILES): C=C(C)C#N.C=C
* HOMO energy: -10.165 eV
* DFT total energy: -288.709409 a.u.
* energy above the lowest of the compared OMol25 structures with the same formula, charge and spin: 1.976 eV